(1)
DFT (ωB97M-V/def2-TZVPD) results for a structure of composition C31H25N4O2PReSbSe4 in a non-equilibrium geometry.

```
69
Properties=species:S:1:pos:R:3:mulliken_charge:R:1
Re -0.49862 1.08674 -0.25659 0.451
C -0.70490 -1.74352 4.64077 -0.676
C 0.52868 -1.96983 4.09737 -0.851
C 0.86418 -1.26160 2.93361 0.217
C 0.06172 -0.19520 2.52029 -0.714
C -1.12892 0.10462 3.17391 -0.204
C -1.51746 -0.74934 4.17147 -0.819
N 0.39740 0.79438 1.42826 0.865
C 1.31156 1.81878 1.95906 1.110
C 2.08263 1.65865 3.11361 -1.041
C 3.01254 2.70547 3.40298 -0.599
C 3.16627 3.84342 2.55068 -0.810
C 2.41470 3.95862 1.39011 -0.288
C 1.41768 2.98079 1.21290 0.023
N 0.46218 2.92003 0.15939 1.042
N 0.07754 4.01696 -0.31700 -0.815
C -0.99779 3.85761 -1.30052 0.034
C -1.54618 4.92815 -1.93508 -0.390
C -2.53450 4.71153 -2.92208 -0.386
C -3.00498 3.39443 -3.08487 -0.816
C -2.38320 2.37028 -2.35609 0.253
N -1.42501 2.59416 -1.47271 0.220
H -1.08812 -2.42396 5.39886 0.432
H 1.12908 -2.82583 4.37939 0.455
H 1.76675 -1.57402 2.38722 0.702
H -1.79200 0.90233 2.87092 0.566
H -2.42978 -0.43708 4.67554 0.441
H 2.01358 0.77366 3.68881 0.585
H 3.64207 2.59295 4.27734 0.441
H 3.97242 4.56812 2.72998 0.413
H 2.37665 4.81455 0.70492 0.496
H -1.34831 5.95367 -1.60996 0.531
H -2.96848 5.53518 -3.46591 0.472
H -3.87955 3.14320 -3.66850 0.469
H -2.78958 1.37150 -2.53172 0.216
O -4.27731 -0.33828 0.30102 -0.498
C -3.10171 -0.48921 0.20860 -0.211
O -2.35690 0.60923 -0.36666 -0.624
C -2.21404 -1.64576 0.45203 -0.892
P -0.64657 -1.34508 -0.46477 0.104
C -1.02671 -2.02966 -2.07101 1.726
C -0.11715 -2.88075 -2.68214 -0.186
C -0.31570 -3.42798 -3.89433 -0.699
C -1.48887 -3.17914 -4.61987 -0.646
C -2.44350 -2.30211 -3.98110 -1.090
C -2.21607 -1.76422 -2.76657 -0.701
C 0.61789 -2.36872 0.17763 1.279
C 0.20199 -3.50019 0.91996 -1.065
C 1.12934 -4.49215 1.24050 -0.953
C 2.47331 -4.39476 0.86451 -0.651
C 2.85178 -3.27035 0.13781 -0.591
C 1.95251 -2.28367 -0.19786 0.007
H -2.72891 -2.56948 0.18605 0.815
H -2.09813 -1.82094 1.49026 0.566
H 0.78194 -3.12424 -2.14527 0.359
H 0.45274 -4.12325 -4.34083 0.389
H -1.66120 -3.68806 -5.59327 0.400
H -3.30929 -2.12698 -4.56044 0.517
H -3.00364 -1.10667 -2.35721 0.269
H -0.75019 -3.50349 1.26395 0.696
H 0.83530 -5.34226 1.87680 0.430
H 3.21158 -5.20478 1.02478 0.420
H 3.94241 -3.25641 -0.16993 0.366
H 2.24569 -1.40920 -0.79173 0.206
Se 2.15778 4.48449 -2.83491 -0.172
Sb 3.02503 2.30528 -2.15422 1.038
Se 1.03568 0.56600 -2.26664 -0.068
Se 4.45782 1.42912 -0.49722 -0.362
Se 3.72284 3.37421 -4.33425 -0.201
```

Its net charge is +2. As for the multiplicity: 1. For the HOMO-LUMO gap, the calculation gives 5.6 eV.

***

(2)
DFT (ωB97M-V/def2-TZVPD) results for a structure of composition C31H25N5O2S3W.

```
67
Properties=species:S:1:pos:R:3:mulliken_charge:R:1
W -0.22614 0.43097 -0.61852 0.867
C -1.87606 2.27381 -0.67654 -0.435
C -1.76047 2.95704 -1.90268 -0.404
C -2.37009 2.45458 -3.03214 -0.640
C -3.08454 1.25149 -2.97651 -0.498
C -3.19377 0.56045 -1.78842 -0.663
C -2.59463 1.06612 -0.61472 -0.704
H -1.57096 2.77391 0.23342 0.648
H -1.22194 3.89487 -1.93790 0.498
H -2.31295 3.00508 -3.96232 0.477
H -3.57968 0.87622 -3.86279 0.502
H -3.79583 -0.33834 -1.73788 0.583
H -2.89261 0.66952 0.34607 1.036
S 0.13312 1.79263 3.80265 -0.344
C -1.14328 0.62017 3.80413 0.675
C -1.87216 0.18373 4.90674 -0.586
C -2.86778 -0.74406 4.69342 -0.788
C -3.12701 -1.22151 3.40523 -1.245
C -2.39783 -0.79250 2.31564 0.061
C -1.38048 0.14639 2.51067 -0.675
N -0.51338 0.71488 1.55471 0.538
C 0.29505 1.60325 2.11967 0.488
C 1.17987 2.36296 1.25978 1.249
C 2.06297 3.34337 1.70360 -0.845
C 2.80542 4.04836 0.77095 -1.008
C 2.65080 3.78032 -0.58514 -0.839
C 1.77909 2.78843 -1.02299 -0.172
C 1.03146 2.05851 -0.09775 -0.045
H -1.66773 0.56705 5.89717 0.477
H -3.45840 -1.09971 5.52608 0.446
H -3.91972 -1.94279 3.25925 0.468
H -2.62004 -1.19202 1.33782 0.444
H 2.16865 3.56641 2.75871 0.505
H 3.49228 4.81691 1.09723 0.439
H 3.21152 4.35619 -1.31047 0.556
H 1.67323 2.61131 -2.08766 0.747
O 0.03335 0.56481 -2.52394 0.640
N 0.35929 0.99545 -3.72209 -0.803
C -0.01681 0.19994 -4.66669 1.006
C -0.74969 -0.99950 -4.38134 0.020
N -1.33141 -1.93732 -4.06388 -0.468
C 0.30300 0.54028 -6.01970 -0.166
N 0.55209 0.80314 -7.10831 -0.330
S -1.71981 -3.95867 -0.63456 -0.192
C -1.51519 -2.31094 -0.94586 -0.091
N -0.73266 -1.65230 -0.12002 0.885
C -0.21191 -2.50618 0.86152 -0.262
C 0.66585 -2.17833 1.90001 -0.520
C 1.03803 -3.16951 2.78033 -1.188
C 0.56402 -4.48349 2.64773 -0.779
C -0.29204 -4.82349 1.62615 -0.466
C -0.67253 -3.81763 0.73575 0.788
H -1.98126 -1.84827 -1.80536 -0.014
H 1.03710 -1.17087 2.02150 0.723
H 1.70855 -2.93112 3.59560 0.501
H 0.87677 -5.23783 3.35636 0.462
H -0.65822 -5.83501 1.51617 0.481
C 3.78407 -1.86388 -0.12494 -1.028
S 3.04271 -0.26193 -0.37639 0.594
C 3.77007 0.13331 -1.95634 -1.035
O 1.57824 -0.64257 -0.72792 -0.835
H 3.60983 -2.49054 -0.99756 0.354
H 3.32548 -2.29929 0.76000 0.285
H 4.85021 -1.71317 0.04562 0.489
H 4.84528 0.24248 -1.80995 0.510
H 3.34961 1.07788 -2.29176 0.244
H 3.55201 -0.66942 -2.65863 0.385
```

Its net charge is +2. As for the multiplicity: 3. For the HOMO-LUMO gap (alpha / beta), the calculation gives 7.2 / 7.0 eV.

***

(3)
DFT (ωB97M-V/def2-TZVPD) results for a structure of composition C31H26AlCl74O in a non-equilibrium geometry.

```
133
Properties=species:S:1:pos:R:3:mulliken_charge:R:1
C 1.17466 1.99036 -1.08245 -0.671
C 1.84956 1.27549 -2.23864 1.248
C 1.04873 0.97766 -3.49129 -1.402
C 3.12048 0.88776 -2.13556 -0.855
C 3.78664 0.57964 -0.82825 -0.472
C 3.93987 -0.94299 -0.59475 -0.800
C 3.86142 -1.23220 0.91871 0.882
C 4.96663 -2.28520 1.25719 -1.515
C 2.51887 -1.81959 1.39282 -1.380
C 1.23181 -1.23855 0.77536 0.805
Al -0.25856 -2.63785 0.85313 -1.173
O 0.07890 -3.90274 2.11461 -0.468
C -0.56063 -3.48937 -0.98680 -0.139
Cl -0.38483 -2.28602 -2.32917 -0.255
C 0.27732 -4.71223 -1.26381 -0.182
C 1.77339 -4.44919 -1.31973 -0.921
Cl -0.19051 -5.44752 -2.89784 -0.241
H 1.92115 2.60444 -0.59069 0.004
H 0.74358 1.27358 -0.37939 -0.010
H 0.36762 2.61380 -1.44961 0.290
H 1.50783 1.47474 -4.34904 0.375
H 0.01637 1.30088 -3.38797 0.278
H 1.06582 -0.09487 -3.64728 0.287
H 3.69657 0.75297 -3.04926 0.374
H 4.76045 1.07104 -0.73226 0.449
H 3.16870 0.94170 -0.00981 0.226
H 4.92167 -1.22845 -0.97456 0.651
H 3.16943 -1.48883 -1.13462 0.021
H 4.12698 -0.33589 1.48001 0.373
H 5.06165 -2.90035 0.36138 0.172
H 4.61955 -2.95460 2.04409 0.354
H 5.92280 -1.81823 1.48504 0.374
H 2.46292 -1.60533 2.46392 0.306
H 2.53614 -2.91020 1.33216 0.378
H 1.33697 -0.98142 -0.28190 -0.754
H 0.89015 -0.34015 1.29592 0.510
H -1.60650 -1.90377 1.31144 -0.070
H 0.84781 -4.43350 1.88217 0.226
H -1.60164 -3.80797 -1.03252 0.640
H 0.07233 -5.49767 -0.54230 0.385
H 2.26146 -5.33765 -1.72074 0.554
H 2.02778 -3.61598 -1.96674 0.234
H 2.14022 -4.32560 -0.29991 0.002
C 2.55241 6.00872 -0.36727 0.070
Cl 2.77627 4.88039 0.96911 -0.082
Cl 3.44075 5.43098 -1.77678 -0.098
Cl 0.82879 6.12743 -0.75735 -0.043
Cl 3.13193 7.61395 0.10082 0.059
C -3.05530 4.27118 -3.10261 0.196
Cl -1.44777 4.99766 -3.20953 -0.085
Cl -3.73772 4.11283 -4.72535 -0.117
Cl -2.93182 2.69188 -2.33342 -0.002
Cl -4.09927 5.30621 -2.11890 -0.025
C 7.11385 -5.81207 0.54535 0.350
Cl 7.27804 -4.42091 -0.52565 -0.030
Cl 8.05953 -5.53723 2.01342 -0.112
Cl 5.41684 -6.03805 0.96670 -0.073
Cl 7.70940 -7.27312 -0.26762 -0.126
C -0.56541 4.34239 3.85445 -0.041
Cl -0.53705 5.76462 4.90887 -0.117
Cl -0.21110 4.83067 2.19731 0.164
Cl 0.64012 3.17571 4.40210 -0.030
Cl -2.16257 3.59299 3.89333 0.076
C -4.76244 6.77523 1.96388 0.218
Cl -4.92042 8.53750 1.93571 -0.122
Cl -3.06471 6.33615 1.78702 0.017
Cl -5.38423 6.15095 3.49395 -0.078
Cl -5.69006 6.08580 0.62413 -0.104
C 5.14355 9.13156 -3.53562 0.245
Cl 5.32656 10.56970 -2.51537 -0.086
Cl 5.33864 9.58408 -5.23384 -0.075
Cl 6.38148 7.94778 -3.10227 -0.107
Cl 3.54987 8.42992 -3.27588 0.065
C -2.93662 -8.44850 -2.51301 0.298
Cl -2.82304 -7.36773 -1.12074 -0.004
Cl -2.96123 -7.50057 -3.99767 -0.086
Cl -1.54591 -9.53910 -2.52718 -0.114
Cl -4.42513 -9.39524 -2.37363 -0.114
C -5.94012 -11.23763 1.42959 0.253
Cl -5.67269 -11.43478 3.16419 -0.071
Cl -5.58181 -12.76254 0.60601 -0.117
Cl -7.62971 -10.80090 1.14646 -0.085
Cl -4.89410 -9.96962 0.78652 0.050
C 10.79294 -4.17568 -2.85247 0.326
Cl 12.43644 -4.57730 -3.37219 -0.113
Cl 10.06814 -5.56495 -2.04512 -0.037
Cl 10.84776 -2.81014 -1.73235 -0.099
Cl 9.82061 -3.74087 -4.26167 -0.101
C -2.38625 -8.94127 5.24954 0.288
Cl -0.66451 -9.03871 4.87605 -0.106
Cl -3.30659 -8.79640 3.75105 0.048
Cl -2.88934 -10.40967 6.10275 -0.123
Cl -2.69196 -7.53375 6.26971 -0.096
C -7.45086 -6.79112 1.81642 0.095
Cl -6.02460 -7.53560 2.53948 0.066
Cl -8.90965 -7.43248 2.58730 -0.091
Cl -7.38798 -5.04305 2.04200 -0.017
Cl -7.49139 -7.15441 0.08491 -0.040
C -2.60062 -1.10453 4.53711 0.135
Cl -2.78822 -2.71557 3.85631 0.009
Cl -1.81168 -1.22407 6.12398 -0.097
Cl -1.60443 -0.10808 3.48119 0.178
Cl -4.20683 -0.36090 4.75083 -0.137
C -10.99244 -3.06328 0.32458 0.318
Cl -10.67929 -2.09684 -1.12040 -0.099
Cl -9.99763 -4.51777 0.29029 -0.021
Cl -10.59397 -2.11637 1.76306 -0.099
Cl -12.70402 -3.51202 0.37294 -0.114
C -5.07687 1.37692 1.75163 0.065
Cl -5.22708 3.05812 1.18923 0.051
Cl -4.60458 1.32686 3.46834 -0.083
Cl -6.64065 0.56642 1.57404 -0.103
Cl -3.86435 0.53881 0.78828 0.038
C 2.75784 11.19991 2.36312 0.306
Cl 2.98961 10.05148 3.68378 -0.088
Cl 3.67957 10.66562 0.95408 -0.034
Cl 1.04430 11.28020 1.94556 -0.088
Cl 3.32106 12.79953 2.86275 -0.113
C 1.34820 0.24418 7.91905 0.331
Cl 1.93419 0.38005 9.58343 -0.115
Cl 2.56846 0.90083 6.81855 -0.088
Cl 1.06691 -1.45489 7.53067 -0.078
Cl -0.15767 1.14838 7.75711 -0.067
C 1.39223 10.91626 -5.79601 0.246
Cl 2.25959 11.12072 -4.27483 -0.038
Cl 2.33825 11.60708 -7.12229 -0.098
Cl 1.14560 9.19140 -6.08665 -0.018
Cl -0.17065 11.73706 -5.69806 -0.091
C -2.07917 8.43197 -8.57765 0.329
Cl -2.12681 7.58862 -10.13004 -0.102
Cl -0.86984 9.71827 -8.64326 -0.069
Cl -3.66553 9.13634 -8.24216 -0.107
Cl -1.66702 7.28461 -7.29974 -0.067
```

Its net charge is -1. As for the multiplicity: 1. For the HOMO-LUMO gap, the calculation gives 6.4 eV.